C41H39Br2DyGeN4O2 | ωB97M-V with the def2-TZVPD basis set

Positions of all 90 atoms, in Å:
Dy  -0.84  0.92  1.09
O  -0.47  2.51  2.71
C  -1.26  3.48  2.98
C  -1.90  3.57  4.25
C  -2.70  4.63  4.59
C  -2.90  5.69  3.70
C  -2.32  5.64  2.46
C  -1.51  4.56  2.07
C  -0.93  4.58  0.76
N  -0.32  3.59  0.23
C  0.31  3.79  -1.04
C  1.68  3.11  -1.02
N  1.56  1.64  -1.08
C  2.73  0.96  -1.11
C  2.97  -0.31  -0.54
C  4.17  -0.98  -0.84
C  4.52  -2.17  -0.24
C  3.68  -2.75  0.69
C  2.48  -2.12  1.01
C  2.09  -0.90  0.45
O  0.98  -0.33  0.82
H  -1.78  2.73  4.92
H  -3.17  4.65  5.56
H  -3.54  6.52  3.98
H  -2.51  6.43  1.74
H  -0.99  5.54  0.22
H  0.41  4.86  -1.28
H  -0.30  3.31  -1.81
H  2.21  3.39  -0.10
H  2.27  3.44  -1.88
H  3.57  1.50  -1.55
H  4.83  -0.53  -1.57
H  5.46  -2.65  -0.51
H  3.95  -3.69  1.16
H  1.85  -2.57  1.77
Br  -3.18  -0.19  4.34
C  -3.01  0.26  2.38
Br  -3.00  1.67  -0.56
H  -3.63  1.17  2.36
H  -3.66  -0.52  1.93
C  1.67  -1.17  6.42
C  0.93  -1.31  5.14
C  0.43  -2.43  4.53
C  -0.24  -1.97  3.38
N  -0.14  -0.66  3.29
N  0.58  -0.27  4.35
C  -0.98  -2.77  2.37
H  1.77  -2.16  6.87
H  1.13  -0.53  7.11
H  2.67  -0.76  6.27
H  0.53  -3.45  4.85
H  0.75  0.72  4.49
H  -1.15  -3.79  2.74
H  -0.40  -2.82  1.45
H  -1.93  -2.30  2.14
C  0.31  1.16  -1.14
Ge  0.09  -0.56  -2.05
C  -0.77  -2.17  -1.23
C  -0.12  -3.37  -0.98
C  -0.82  -4.50  -0.60
C  -2.19  -4.44  -0.42
C  -2.84  -3.22  -0.57
C  -2.13  -2.10  -0.96
C  -1.34  -0.13  -3.41
C  -2.21  -1.07  -3.92
C  -3.21  -0.74  -4.82
C  -3.34  0.57  -5.25
C  -2.46  1.53  -4.78
C  -1.47  1.17  -3.88
C  1.56  -1.08  -3.35
C  2.21  -2.30  -3.45
C  3.28  -2.48  -4.30
C  3.75  -1.44  -5.08
C  3.11  -0.21  -5.00
C  2.04  -0.04  -4.15
H  0.96  -3.42  -1.07
H  -0.30  -5.44  -0.46
H  -2.75  -5.33  -0.15
H  -3.91  -3.15  -0.40
H  -2.66  -1.16  -1.11
H  -2.12  -2.10  -3.60
H  -3.89  -1.50  -5.18
H  -4.15  0.85  -5.92
H  -2.54  2.56  -5.12
H  -0.80  1.93  -3.50
H  1.88  -3.13  -2.85
H  3.77  -3.45  -4.36
H  4.60  -1.57  -5.73
H  3.47  0.62  -5.60
H  1.55  0.92  -4.08

Calculated values
- ΔE to the lowest compared entry with this formula, charge and spin (kJ/mol) = 28.2
- net charge = -2
- LUMO energy (spin up / spin down) (eV) = 4.31 / 4.31
- E_HOMO (spin up / spin down) (eV) = -0.5 / -0.5
- spin multiplicity = 6

These are the Mulliken partial charges, in e, on atoms 1 to 6: -0.029 -0.853 0.512 -0.363 -0.565 -0.624